No. 1
The following is a DFT calculation (ωB97M-V/def2-TZVPD) of a structure of composition C28H50BCoN6O2.

Summary:
Spin multiplicity ... 2
Total energy ... -2983.4649 Ha
HOMO (alpha / beta) ... -11.31 / -11.31 eV
Total charge ... +1
Max |F| ... 0.682 eV/A
Orbital gap (alpha / beta) ... 8.4237 / 9.3212 eV

The geometry in XYZ format:
```
88
Properties=species:S:1:pos:R:3:forces:R:3
Co -0.06643 -0.28113 0.14155 0.54 -0.19 0.37
C 2.12880 0.56308 -4.58319 0.01 -0.01 -0.01
C 2.16062 0.02447 -3.19441 -0.06 -0.01 -0.05
C 3.15614 -0.69360 -2.56798 -0.03 0.02 0.02
C 2.71118 -0.92114 -1.26469 -0.08 -0.05 0.16
N 1.47944 -0.39591 -1.12662 -0.01 0.02 -0.07
N 1.16764 0.19179 -2.30956 0.07 0.06 -0.12
B -0.05668 1.10916 -2.42469 -0.08 0.03 0.01
N -0.04351 2.10353 -1.24722 0.10 -0.08 0.01
N 0.13600 1.69766 0.04686 -0.27 0.05 0.01
C 0.25389 2.82156 0.78612 0.16 -0.09 -0.02
C 0.11841 3.93037 -0.05092 -0.03 -0.05 0.02
C -0.06601 3.43940 -1.32174 0.01 -0.01 -0.08
C -0.24490 4.19053 -2.59576 0.00 0.03 0.00
C 0.54434 2.95952 2.26883 -0.03 0.05 -0.03
C -0.77000 3.22601 3.01122 0.03 -0.01 0.01
C 1.26941 1.75294 2.84790 -0.09 -0.03 0.00
C 1.45913 4.17534 2.47516 0.02 0.00 0.00
N -1.35394 0.31390 -2.38787 0.12 -0.11 0.05
N -1.74840 -0.34966 -1.25754 -0.64 0.00 -0.17
C -2.99722 -0.79592 -1.53300 0.15 0.07 0.01
C -3.35433 -0.43578 -2.83568 0.03 0.03 0.01
C -2.29370 0.27008 -3.34211 0.05 0.02 -0.04
C -2.14712 0.90239 -4.68414 -0.03 -0.01 -0.01
C -3.97348 -1.57179 -0.67248 -0.02 -0.08 -0.09
C -5.31887 -0.83187 -0.67779 -0.02 -0.02 0.00
C -3.52440 -1.72359 0.76789 -0.03 -0.03 0.06
C -4.17990 -2.95727 -1.30699 0.02 0.04 0.02
C 3.53916 -1.55341 -0.16404 -0.01 -0.01 -0.04
C 5.02031 -1.45179 -0.54416 0.02 -0.01 0.02
C 3.32670 -0.78221 1.13245 0.02 -0.01 0.05
C 3.20902 -3.03826 0.03460 0.00 0.06 -0.02
H 3.00159 0.20828 -5.12634 0.01 0.00 -0.01
H 2.14130 1.65223 -4.58825 0.00 0.03 0.00
H 1.23686 0.23840 -5.11624 -0.02 -0.01 -0.02
H 4.09946 -0.97560 -2.99533 0.06 -0.02 -0.02
H 0.00678 1.70645 -3.45049 0.01 0.03 0.01
H 0.17665 4.96492 0.22753 -0.01 0.07 0.01
H -0.27087 5.25655 -2.38304 0.00 0.02 0.00
H -1.17594 3.91618 -3.09032 -0.02 0.00 -0.01
H 0.57132 3.99824 -3.29057 0.02 0.00 -0.02
H -1.47203 2.40821 2.88344 -0.06 -0.04 0.00
H -1.24636 4.13115 2.63661 -0.01 0.04 -0.02
H -0.58111 3.35735 4.07726 0.01 0.00 0.04
H 0.70120 0.84078 2.70375 -0.02 -0.13 0.01
H 1.41930 1.89756 3.91873 0.00 -0.01 0.02
H 2.24627 1.63600 2.38606 0.10 -0.05 -0.06
H 0.96993 5.10723 2.20127 -0.02 0.04 0.01
H 2.37344 4.08288 1.88983 0.04 0.00 -0.02
H 1.73206 4.24570 3.52783 0.01 0.00 0.05
H -4.27700 -0.64989 -3.34231 -0.05 -0.02 -0.03
H -3.02675 0.67772 -5.28271 -0.01 0.00 -0.02
H -1.27019 0.52923 -5.21012 0.03 -0.01 -0.03
H -2.05209 1.98448 -4.60978 0.00 0.04 0.00
H -5.21054 0.17035 -0.26245 0.01 0.03 0.00
H -6.04209 -1.37892 -0.07111 -0.01 -0.01 0.03
H -5.72650 -0.73892 -1.68170 -0.05 -0.02 -0.02
H -3.83794 -0.86344 1.35279 0.04 0.12 0.08
H -2.44918 -1.79986 0.82877 0.22 -0.08 0.05
H -3.97268 -2.61099 1.21850 -0.02 0.01 0.03
H -4.53558 -2.87529 -2.33250 0.00 0.02 -0.03
H -4.91801 -3.52037 -0.73582 -0.02 -0.03 0.03
H -3.25252 -3.52887 -1.32650 0.01 -0.05 0.01
H 5.30672 -0.42464 -0.76728 0.01 0.03 0.00
H 5.25454 -2.07165 -1.40838 0.02 -0.03 -0.03
H 5.62962 -1.80421 0.28787 0.02 -0.01 0.03
H 3.68929 0.24008 1.03582 0.01 0.07 0.01
H 3.85902 -1.26153 1.95522 0.01 -0.01 0.03
H 2.27037 -0.73420 1.38859 -0.13 0.02 0.08
H 3.15397 -3.56108 -0.91997 0.01 -0.02 -0.04
H 2.26564 -3.16309 0.55661 -0.12 -0.03 0.01
H 3.98976 -3.51046 0.63108 0.01 -0.01 0.04
C -1.80903 -0.22140 3.07579 -0.01 0.05 0.09
O -0.80412 -0.69743 2.18179 0.04 -0.10 -0.24
C -0.10242 -1.86048 2.64026 0.05 0.01 -0.08
C -0.25339 -2.94302 1.59438 -0.06 0.08 0.00
O 0.02009 -2.33000 0.33092 0.02 0.33 0.09
C -0.21870 -3.19025 -0.78706 0.01 -0.01 -0.07
H -2.49670 -1.02871 3.33014 -0.01 0.01 -0.01
H -2.34776 0.57006 2.56362 -0.01 -0.06 0.00
H -1.34397 0.17029 3.98196 -0.01 0.03 0.01
H -0.48770 -2.19229 3.60548 -0.05 -0.01 -0.06
H 0.94783 -1.59290 2.76919 0.02 0.00 0.03
H -1.26590 -3.35259 1.58266 -0.01 0.00 0.01
H 0.45490 -3.75909 1.77078 -0.01 0.05 -0.01
H 0.42727 -4.06609 -0.71874 0.03 0.01 0.02
H 0.01363 -2.62246 -1.68339 -0.01 -0.01 0.00
H -1.26415 -3.49750 -0.79652 0.00 0.01 -0.01
```
Positions in Å, forces in eV/Å.

---

No. 2
The following is a DFT calculation (ωB97M-V/def2-TZVPD) of a structure of composition C23H24BeO4P at a distorted geometry.

Summary:
Spin multiplicity ... 1
Total energy ... -1548.1343 Ha
HOMO ... -5.35 eV
Total charge ... -1
Max |F| ... 1.109 eV/A
Orbital gap ... 8.1614 eV

The geometry in XYZ format:
```
53
Properties=species:S:1:pos:R:3:forces:R:3
Be 2.20778 1.76625 -0.91683 -0.37 -0.48 -0.31
O 3.57238 -1.26913 -1.39981 0.17 -0.30 0.02
C 2.42221 -0.97646 -1.12386 0.06 0.45 0.08
O 1.90312 0.19624 -1.24896 -0.49 -0.23 0.32
C 1.47182 -2.06677 -0.61636 -0.54 0.39 0.15
C 1.89972 -3.38293 -0.76155 0.04 0.18 -0.05
C 1.09157 -4.43849 -0.38819 0.10 -0.13 -0.02
C -0.15130 -4.18373 0.15869 -0.12 -0.24 0.07
C -0.59049 -2.88461 0.33254 0.05 0.20 -0.03
C 0.19055 -1.79316 -0.05450 0.97 -0.34 -0.41
P -0.43150 -0.06228 0.11110 -0.68 -0.33 0.25
C -1.36004 0.04806 -1.46670 0.13 0.01 -0.13
C -2.41255 0.95477 -1.57545 0.19 0.13 -0.02
C -3.11436 1.08880 -2.76089 -0.11 0.03 -0.06
C -2.76151 0.33163 -3.86935 -0.04 -0.01 -0.04
C -1.70156 -0.55502 -3.77905 -0.01 -0.05 -0.01
C -1.01367 -0.70359 -2.58375 -0.02 0.04 -0.06
C -1.87340 -0.48937 1.25081 0.33 0.58 0.13
C -1.50657 -0.47552 2.59848 0.04 0.05 -0.02
C -2.42202 -0.73192 3.60554 0.00 -0.11 0.00
C -3.74757 -0.98351 3.27916 -0.01 0.00 0.07
C -4.13958 -0.96376 1.94947 -0.06 -0.05 0.01
C -3.21179 -0.72533 0.94405 0.15 -0.01 -0.11
H 2.87799 -3.55264 -1.19252 0.00 0.08 0.02
H 1.43133 -5.45739 -0.52729 0.00 -0.02 0.01
H -0.79102 -5.00913 0.44748 -0.03 0.01 0.03
H -1.56669 -2.71857 0.76702 0.04 -0.07 -0.03
H -2.66828 1.57185 -0.72326 -0.06 0.04 0.02
H -3.93862 1.78898 -2.82839 0.02 0.02 0.03
H -3.30934 0.43373 -4.79826 0.01 0.03 0.00
H -1.40385 -1.13953 -4.64121 -0.01 0.00 0.00
H -0.19511 -1.40656 -2.53061 0.04 0.00 0.00
H -0.47411 -0.24742 2.84634 -0.02 -0.03 0.07
H -2.10467 -0.73893 4.64135 0.00 0.03 -0.01
H -4.46924 -1.18848 4.06050 -0.02 0.03 -0.01
H -5.17789 -1.13926 1.69210 0.02 -0.02 -0.02
H -3.53220 -0.72620 -0.08958 -0.03 -0.03 0.00
C 3.47838 0.74904 1.91131 0.10 0.19 -0.18
C 3.59099 2.17417 1.35840 -0.19 -0.14 0.15
C 2.70704 3.12992 2.17555 0.19 -0.09 -0.20
O 3.23971 2.23268 0.03058 0.55 0.32 0.15
H 3.70029 0.72409 2.98025 0.01 -0.08 0.05
H 4.16816 0.09317 1.38025 -0.02 -0.07 -0.01
H 2.46255 0.38563 1.74006 -0.07 -0.05 0.07
H 4.64357 2.49665 1.45767 -0.09 -0.02 0.09
H 1.66622 2.93466 1.91086 -0.06 -0.01 0.07
H 2.93827 4.16129 1.90785 -0.06 0.06 0.02
H 2.83998 2.99555 3.25131 0.03 0.05 0.05
C 1.11393 3.98522 -1.78242 0.13 -0.11 0.17
O 1.23612 2.61747 -1.67385 -0.27 -0.14 -0.35
H 1.91990 4.52084 -1.25851 0.00 0.09 0.00
H 0.15772 4.33389 -1.35841 0.03 0.06 -0.05
H 1.13764 4.29509 -2.83917 -0.02 0.09 0.04
```
Positions in Å, forces in eV/Å.

---

No. 3
The following is a DFT calculation (ωB97M-V/def2-TZVPD) of a structure of composition C21H21BBaN12O6.

Summary:
Spin multiplicity ... 2
Total energy ... -1971.9522 Ha
HOMO (alpha / beta) ... -6.21 / -6.21 eV
Total charge ... -1
Max |F| ... 0.294 eV/A
Orbital gap (alpha / beta) ... 8.4978 / 6.2958 eV

The geometry in XYZ format:
```
62
Properties=species:S:1:pos:R:3:forces:R:3
Ba 0.35481 0.40447 0.97456 0.04 0.20 0.07
O -4.12780 -1.58133 2.11884 -0.04 0.00 -0.01
C -3.43814 -2.78697 2.33100 -0.02 0.08 -0.01
C -3.03398 -2.98282 3.79446 0.00 -0.11 -0.01
N -1.93332 -2.15292 4.26046 0.05 -0.04 0.04
C -2.17174 -0.77184 4.62640 -0.03 0.06 0.01
C -2.02503 0.32853 3.52471 0.00 -0.03 0.10
O -2.10755 1.46855 3.94197 0.04 0.01 -0.02
O -1.84725 -0.07873 2.32885 -0.05 -0.14 -0.07
C -0.67278 -2.68412 4.33801 -0.05 0.02 -0.05
C 0.07992 -2.73451 2.71412 -0.08 0.08 0.04
O -0.29221 -3.70650 2.10537 0.03 -0.02 0.01
O 0.81066 -1.76500 2.57250 0.08 -0.09 -0.03
H -3.44627 -0.88770 2.04115 0.05 0.00 -0.04
H -2.55668 -2.87450 1.69454 0.00 0.00 -0.02
H -4.11805 -3.60490 2.07947 0.00 0.00 0.02
H -2.74399 -4.02468 3.93986 0.01 0.01 0.01
H -3.90573 -2.76454 4.41647 0.01 0.01 0.01
H -1.48229 -0.49839 5.42371 0.00 0.01 0.00
H -3.18808 -0.68949 5.01195 0.00 0.00 -0.03
H -0.66484 -3.74629 4.56978 0.00 0.01 0.00
H 0.01136 -2.07963 4.92289 -0.01 0.02 0.00
C 3.71784 -1.63514 -1.22742 -0.02 -0.06 0.07
C 2.53739 -1.92413 -0.52078 0.12 0.02 -0.13
N 1.50334 -1.28197 -1.04814 -0.13 -0.05 0.07
N 1.98093 -0.58398 -2.09611 0.04 0.14 0.00
C 3.31306 -0.76775 -2.21504 -0.12 0.00 -0.01
B 1.12202 0.44937 -2.87334 0.00 -0.11 -0.27
N -0.38577 0.18091 -2.66303 0.04 -0.07 0.01
C -1.26667 -0.37597 -3.51983 0.16 0.06 0.01
C -2.48187 -0.47071 -2.88319 -0.12 -0.01 0.04
C -2.24668 0.06541 -1.60866 0.05 -0.01 -0.09
N -0.98412 0.45490 -1.48949 -0.15 0.02 0.07
N 1.48915 1.85357 -2.36431 -0.04 -0.02 0.10
C 1.47380 3.06400 -2.96302 0.01 -0.18 -0.08
C 1.71059 4.01729 -2.00371 0.02 0.15 0.13
C 1.84405 3.29061 -0.81169 0.00 -0.05 -0.11
N 1.70502 1.99040 -1.03295 0.04 0.07 0.05
N 1.42043 0.24796 -4.37545 0.04 -0.03 0.03
C 1.76309 -0.91536 -4.97967 -0.11 0.00 0.08
C 1.69165 -0.72658 -6.33862 0.12 0.02 -0.02
C 1.30216 0.61783 -6.47379 -0.16 -0.06 -0.01
N 1.11567 1.18705 -5.29550 0.10 0.07 0.01
H 4.71257 -2.00249 -1.04382 0.00 0.00 0.00
H 2.38305 -2.55854 0.33874 0.03 -0.01 0.01
H 3.86958 -0.27229 -2.99321 0.01 0.02 0.00
H -0.96766 -0.64405 -4.51947 -0.02 -0.02 0.00
H -3.40320 -0.85797 -3.28190 0.00 0.00 0.00
H -2.92874 0.18676 -0.78041 -0.01 0.00 0.00
H 1.29900 3.13921 -4.02126 -0.01 0.00 0.00
H 1.77034 5.08298 -2.14046 0.00 0.00 0.00
H 2.03037 3.64728 0.18866 0.00 0.02 0.01
H 2.00955 -1.78753 -4.39839 0.01 -0.01 -0.02
H 1.90106 -1.44545 -7.11178 0.02 0.01 0.00
H 1.13698 1.18736 -7.37514 -0.01 0.00 0.00
O 1.58203 1.84966 2.81600 0.08 -0.04 0.05
N 0.77979 2.75371 2.41697 -0.04 0.08 0.00
C 0.79769 3.91347 3.03235 0.03 -0.03 -0.07
C 1.68075 4.17806 4.12683 0.02 -0.04 0.03
N 2.39254 4.39063 5.00542 -0.01 0.03 -0.01
C -0.08584 4.93542 2.57141 -0.07 0.00 0.06
N -0.78595 5.77941 2.22213 0.04 0.01 -0.03
```
Positions in Å, forces in eV/Å.

---

No. 4
The following is a DFT calculation (ωB97M-V/def2-TZVPD) of a structure of composition C31H22N3OPPt.

Summary:
Spin multiplicity ... 1
Total energy ... -1894.6776 Ha
HOMO ... -8.05 eV
Max |F| ... 0.868 eV/A
Orbital gap ... 8.0917 eV

The geometry in XYZ format:
```
59
Properties=species:S:1:pos:R:3:forces:R:3
Pt -1.06346 -0.86774 0.63304 -0.49 -0.19 0.69
O -2.31164 -3.47802 1.04886 0.10 -0.15 0.18
C -1.31059 -2.92997 0.64182 0.31 0.69 -0.28
C -0.32967 -3.72165 -0.21822 0.02 -0.13 -0.13
C -0.54931 -5.05306 -0.54689 -0.01 -0.05 0.04
C 0.32127 -5.70586 -1.40670 0.00 0.02 0.00
C 1.41434 -5.03440 -1.94578 -0.02 0.02 0.03
C 1.64847 -3.70713 -1.61407 0.09 -0.04 -0.01
C 0.77813 -3.06031 -0.74925 -0.16 -0.05 0.08
P 0.91776 -1.36605 -0.14962 0.02 0.22 -0.30
C 1.74883 -0.33848 -1.39122 -0.13 -0.19 -0.11
C 3.13709 -0.29738 -1.50486 0.01 -0.04 0.00
C 3.73052 0.45928 -2.50373 -0.02 0.02 -0.01
C 2.93953 1.17628 -3.39234 0.02 -0.02 0.03
C 1.55699 1.13997 -3.28024 -0.04 0.03 -0.01
C 0.95931 0.38678 -2.28083 0.04 0.00 0.04
C 2.11550 -1.44778 1.20717 0.02 0.06 0.15
C 2.49702 -0.25142 1.81755 -0.01 -0.03 -0.01
C 3.35050 -0.26750 2.90667 0.01 0.01 -0.01
C 3.82808 -1.47696 3.39793 0.01 0.00 0.00
C 3.45036 -2.66692 2.79711 0.00 0.00 -0.02
C 2.59325 -2.65566 1.70341 0.02 0.03 0.00
H -1.41763 -5.55247 -0.13586 0.00 0.01 0.00
H 0.14301 -6.73904 -1.67631 0.00 0.00 0.01
H 2.08026 -5.54648 -2.62812 0.01 0.00 0.00
H 2.49950 -3.18025 -2.03030 -0.01 0.00 -0.01
H 3.75445 -0.84814 -0.80541 0.01 0.00 0.00
H 4.80900 0.49402 -2.58623 0.00 -0.01 0.00
H 3.40349 1.77097 -4.16869 0.00 0.00 0.00
H 0.94137 1.70797 -3.96573 0.00 0.00 0.00
H -0.11721 0.37668 -2.16338 -0.01 0.01 -0.02
H 2.11565 0.68992 1.43806 -0.01 0.01 0.01
H 3.64157 0.66281 3.37674 0.00 0.00 0.00
H 4.49445 -1.48912 4.25068 0.00 0.00 0.00
H 3.82036 -3.60991 3.17798 0.00 0.00 0.00
H 2.29839 -3.58887 1.24116 -0.01 -0.01 0.01
N -3.51943 0.45864 1.90707 -0.07 0.10 0.03
C -4.44256 0.42147 2.87759 0.05 -0.03 0.03
C -4.17099 -0.68759 3.65090 0.02 0.03 0.00
C -3.04207 -1.26969 3.06156 -0.07 -0.01 0.07
N -2.65794 -0.55669 2.01340 -0.18 -0.36 -0.32
H -3.33446 1.14835 1.18666 0.04 0.01 0.04
H -5.20471 1.17722 2.95574 -0.01 0.00 -0.02
H -4.71000 -1.02647 4.51705 0.00 0.00 0.00
H -2.50230 -2.15973 3.33324 -0.03 -0.03 -0.06
N -2.98574 8.60864 -2.17481 0.00 0.00 0.00
C -2.74915 7.53588 -1.83633 -0.01 0.03 -0.01
C -2.45394 6.19634 -1.41201 0.02 -0.08 0.03
C -1.13168 5.79971 -1.21694 0.01 0.03 -0.02
C -0.84946 4.51098 -0.80922 -0.02 0.00 0.01
C -1.87960 3.59033 -0.58430 0.08 0.01 -0.01
C -3.20202 4.00054 -0.78585 0.03 -0.01 -0.01
C -3.48854 5.28820 -1.19530 -0.03 0.03 -0.01
C -1.57413 2.25751 -0.16011 -0.16 -0.02 0.07
C -1.31417 1.12325 0.20087 0.56 0.08 -0.17
H -0.33260 6.50857 -1.38766 0.00 -0.01 0.00
H 0.17439 4.19793 -0.65634 0.00 0.00 0.00
H -4.00531 3.29311 -0.62749 0.00 0.00 -0.01
H -4.51256 5.59939 -1.35211 0.00 -0.01 0.00
```
Positions in Å, forces in eV/Å.

---

- What is the max |F| in the third record?
  0.294 eV/A

---

- What is the spin multiplicity in the fourth record?
  1